Entry 1:
Below is an isolated molecule of C23H43ClF3NO8P2S, with properties calculated with ωB97M-V/def2-TZVPD.

molar mass: 648.06 g/mol
HOMO energy: -9.0 eV
energy: -3398.98767 Ha
Kohn-Sham gap: 7.81 eV

Geometry as ORCA input:
```
! wB97M-V def2-TZVPD RIJCOSX def2/J DEFGRID3
* xyz 0 1
Cl 1.84 -3.74 -3.71
S -3.00 0.55 -2.77
P 3.75 1.63 -1.33
P -4.31 2.11 0.15
F -6.05 -0.15 0.51
F -4.39 -0.75 2.12
F -4.74 -2.04 0.03
O 3.91 1.00 -2.80
O -0.92 0.29 4.62
O 3.07 3.24 -1.40
O -3.62 -0.04 -4.10
O -1.51 -0.42 2.70
O -4.02 0.06 -1.55
O -1.44 -0.17 -2.72
O 5.34 1.67 -0.58
N -0.48 -0.06 3.52
C -0.49 -3.37 1.15
C -1.05 -4.82 1.77
C -0.46 -2.60 -2.59
C -3.60 0.32 -0.17
C 0.95 -2.13 -3.25
C 0.84 -1.30 -4.66
C -4.64 -0.67 0.68
C -4.92 3.97 2.42
C -1.20 -1.13 -0.35
C 1.09 0.42 -0.73
C 4.00 4.26 -0.88
C 5.56 0.49 0.27
C 2.68 0.41 -0.28
C -1.60 0.66 1.73
C 4.05 4.30 0.79
C -1.68 -2.55 0.37
C 0.33 -5.59 2.32
C -4.87 2.37 1.95
C 0.41 -0.92 -0.05
C -1.43 -1.43 -1.98
C -2.93 3.45 -0.09
C 7.17 0.38 0.68
C -2.03 0.19 0.18
H 0.95 -6.01 1.40
H -1.85 -4.68 2.61
H -5.55 3.97 3.44
H 0.10 -6.40 3.13
H -0.06 -2.72 2.05
H -2.04 3.22 0.67
H -2.24 1.55 2.13
H -2.49 -2.33 1.22
H 3.58 5.31 -1.21
H 1.01 -4.71 2.77
H -1.53 1.10 -0.44
H -2.18 -3.30 -0.37
H 3.96 3.23 1.28
H 3.14 4.97 1.16
H -2.51 -1.94 -2.03
H -6.02 2.02 2.00
H 7.29 -0.63 1.27
H 5.32 -0.50 -0.33
H -5.53 4.63 1.67
H 1.00 0.40 -1.92
H 3.05 -0.71 -0.36
H 0.40 -3.68 0.42
H 0.67 -0.84 1.11
H 1.70 -1.58 -2.55
H -1.08 -3.14 -3.44
H -0.21 -3.48 -1.81
H -0.49 1.10 1.64
H -3.84 4.38 2.65
H 1.10 -1.80 -0.45
H 1.22 -0.20 -4.42
H -3.31 4.53 0.21
H 7.83 0.42 -0.31
H 5.04 4.86 1.06
H -1.41 -5.45 0.85
H 5.10 4.18 -1.32
H -0.26 -1.19 -5.06
H 7.41 1.28 1.39
H -2.49 3.48 -1.18
H 2.70 0.82 0.84
H 0.62 1.43 -0.37
H 1.60 -1.75 -5.44
H 4.98 0.53 1.29
H -4.31 1.73 2.75
*
```

=====

Entry 2:
Below is a cluster of 2 separate species, C9H14 in total, with properties calculated with ωB97M-V/def2-TZVPD.

molar mass: 122.21 g/mol
HOMO energy: -9.0 eV
energy: -351.25539 Ha
Kohn-Sham gap: 9.98 eV
energy relative to the best compared isomer or geometry (same formula, charge and spin): 2.0354 eV
SMILES string: Cc1ccccc1.CC

Geometry as ORCA input:
```
! wB97M-V def2-TZVPD RIJCOSX def2/J DEFGRID3
* xyz 0 1
C -1.33 -2.86 -0.83
C -1.06 -0.55 -0.95
C 0.75 -1.96 -0.02
C 2.28 -1.89 0.19
C -1.88 -1.68 -1.32
C -0.86 3.19 1.28
C 0.41 3.55 0.51
C 0.01 -3.03 -0.32
C 0.25 -0.68 -0.42
H 2.82 -2.38 -0.74
H -1.95 -3.74 -0.84
H 2.51 -2.52 1.04
H 0.33 -4.15 -0.24
H 0.75 0.35 -0.25
H -2.85 -1.59 -1.95
H 0.16 3.58 -0.56
H 0.79 4.51 0.80
H -0.78 2.49 2.13
H -1.55 0.50 -1.04
H 1.31 2.87 0.72
H -1.55 2.72 0.66
H -1.15 4.19 1.65
H 2.60 -0.94 0.50
*
```

=====

Entry 3:
Below is a cluster of 2 separate species, C2H4O2 in total, with properties calculated with ωB97M-V/def2-TZVPD.

molar mass: 60.05 g/mol
HOMO energy: -9.9 eV
energy: -229.00890 Ha
Kohn-Sham gap: 10.44 eV
energy relative to the best compared isomer or geometry (same formula, charge and spin): 2.6578 eV
SMILES string: C=O.C=O

Geometry as ORCA input:
```
! wB97M-V def2-TZVPD RIJCOSX def2/J DEFGRID3
* xyz 0 1
O 0.43 1.74 -1.22
O -0.79 -0.91 -0.27
C 0.14 1.87 -0.02
C -0.15 -1.91 0.03
H 0.52 2.71 0.61
H 0.94 -1.72 0.15
H -0.50 -2.95 0.25
H -0.59 1.17 0.46
*
```

=====

Entry 4:
Below is a structure of composition C3H7NO2, with properties calculated with ωB97M-V/def2-TZVPD.

molar mass: 89.09 g/mol
HOMO energy: -9.1 eV
energy: -323.50468 Ha
Kohn-Sham gap: 9.14 eV
energy relative to the best compared isomer or geometry (same formula, charge and spin): 7.5181 eV

Geometry as ORCA input:
```
! wB97M-V def2-TZVPD RIJCOSX def2/J DEFGRID3
* xyz 0 1
O 2.08 0.50 0.10
O -0.70 -2.26 0.37
N -1.44 -1.12 0.06
C -0.74 -0.08 -0.10
C 1.32 -0.48 0.28
C -0.91 1.24 -0.42
H -1.09 1.52 -1.46
H -1.21 1.96 0.33
H 1.28 -1.28 -0.48
H 0.53 1.93 -0.46
H 1.31 1.67 -0.31
H -1.40 -2.92 0.47
H 1.02 -0.78 1.30
*
```

=====

Entry 5:
Below is a structure of composition C36H37BaNOP2, with properties calculated with ωB97M-V/def2-TZVPD.

molar mass: 698.97 g/mol
HOMO energy: -5.8 eV
energy: -2232.03579 Ha
Kohn-Sham gap: 5.07 eV
energy relative to the best compared isomer or geometry (same formula, charge and spin): 0.0000 eV

Geometry as ORCA input:
```
! wB97M-V def2-TZVPD RIJCOSX def2/J DEFGRID3
* xyz 0 1
Ba 0.23 -0.85 5.91
P 0.15 -2.51 -3.28
P 2.25 0.51 -3.56
O 0.00 -0.01 10.79
N 0.14 -0.01 8.42
C -2.38 1.28 7.60
C -0.51 -1.65 -0.73
C -2.12 -5.49 -6.07
C -0.95 -5.87 -5.39
C -1.97 -3.28 -5.08
C -2.75 -3.30 -0.40
C 0.07 -0.01 9.61
C -0.91 -2.52 -1.77
C -0.80 -3.65 -4.40
C 2.72 0.50 -6.32
C -2.71 0.56 4.60
C -0.55 2.38 5.98
C 3.09 1.02 -7.56
C 0.48 0.28 -3.90
C 3.52 3.17 -6.54
C 1.39 3.99 -1.43
C 3.14 2.66 -5.29
C -1.50 1.33 3.89
C -2.36 -2.43 0.63
C 2.74 1.32 -5.17
C -2.38 -0.11 7.02
C -0.42 1.95 4.72
C 2.29 1.95 -2.41
C 3.50 2.36 -7.67
C -2.62 -4.20 -5.91
C 2.48 4.07 -0.57
C -0.29 -4.96 -4.57
C 3.39 2.04 -1.53
C 1.29 2.94 -2.36
C -0.26 -0.87 -3.92
C 3.49 3.09 -0.62
C -2.03 -3.34 -1.60
C -1.24 -1.61 0.46
C -1.83 2.48 6.74
C -2.54 -0.44 5.72
C 2.61 0.37 6.00
H 2.55 4.89 0.15
H -2.35 -4.01 -2.40
H -1.96 2.16 3.31
H -2.92 -2.40 1.57
H 0.36 2.66 6.55
H 2.69 -0.18 6.97
H -3.53 -3.89 -6.45
H 3.07 0.37 -8.44
H -2.26 -1.45 5.38
H 3.79 2.76 -8.65
H -3.42 1.32 4.96
H 0.43 2.89 -3.04
H 3.84 4.21 -6.62
H -3.21 -0.03 3.80
H 0.37 -1.02 -0.86
H -1.07 0.67 3.09
H -3.44 1.46 7.86
H 4.35 3.15 0.05
H 0.60 4.74 -1.39
H 2.42 -0.55 -6.23
H -0.92 -0.93 1.26
H -2.64 2.78 6.05
H 3.15 3.31 -4.41
H -0.56 -6.89 -5.51
H -2.10 -0.91 7.73
H -0.01 1.20 -4.25
H 2.45 1.47 5.95
H -3.62 -3.95 -0.27
H -1.29 -0.78 -4.28
H -1.86 1.30 8.58
H -2.38 -2.28 -4.96
H -2.63 -6.21 -6.73
H 0.63 -5.25 -4.05
H 4.17 1.27 -1.57
H 2.56 -0.24 5.05
H -1.70 3.32 7.46
H 0.59 1.90 4.26
*
```

=====

Entry 6:
Below is a structure of composition C31H23IrN10S, with properties calculated with ωB97M-V/def2-TZVPD.

molar mass: 759.88 g/mol
HOMO energy (alpha / beta): -15.4 / -15.4 eV
energy: -2244.22482 Ha
Kohn-Sham gap (alpha / beta): 5.00 / 5.06 eV

Geometry as ORCA input:
```
! wB97M-V def2-TZVPD RIJCOSX def2/J DEFGRID3
* xyz 3 2
Ir 0.27 -1.14 1.88
S 0.14 -3.35 2.64
N -1.03 -3.11 0.26
N -1.81 -0.51 -2.86
N 1.00 0.42 0.78
N -0.80 -1.83 0.38
N 3.20 1.04 4.92
N 5.77 3.69 -3.07
N 1.52 -0.36 3.28
N -0.72 -5.26 1.00
N -2.54 -0.19 0.24
N -1.60 0.11 2.41
C -2.72 -3.34 -3.34
C -1.44 -0.90 -0.51
C 1.67 1.35 -1.31
C 2.26 0.67 2.79
C -2.67 1.53 4.00
C 2.10 0.96 1.36
C -0.79 0.26 -2.46
C -2.23 -1.44 -1.79
C 5.33 4.35 -2.03
C -3.57 1.96 3.02
C 3.83 2.55 -1.58
C -0.60 -3.95 1.18
C -3.67 -1.20 -1.44
C -3.47 1.43 1.75
C 3.10 1.37 3.66
C 4.33 1.90 -2.71
C -2.44 -0.40 -4.04
C -2.03 -2.84 -2.29
C 2.81 1.88 -0.75
C -2.49 0.46 1.47
C -3.76 -0.47 -0.33
C 3.02 1.70 0.64
C -3.39 -1.27 -4.55
C 4.34 3.80 -1.23
C -0.44 0.08 -1.13
C -3.57 -2.60 -4.21
C 5.34 2.52 -3.44
C 1.63 -0.67 4.56
C 2.51 0.03 5.40
C 0.73 0.63 -0.54
C -1.69 0.63 3.63
H -0.34 0.93 -3.16
H 1.04 -1.49 4.95
H 1.49 1.49 -2.36
H -3.97 -0.90 -5.38
H 3.68 2.22 3.34
H -4.33 2.69 3.25
H -2.17 0.48 -4.62
H 3.91 2.08 1.09
H -4.49 -1.59 -2.01
H -4.67 -0.15 0.14
H 3.97 0.92 -3.00
H -0.45 -5.91 1.73
H -1.38 -3.48 -1.71
H -2.73 1.89 5.01
H 5.77 5.32 -1.83
H 5.78 2.06 -4.31
H -0.97 0.29 4.36
H -2.64 -4.39 -3.55
H -4.31 -3.16 -4.76
H -1.08 -5.65 0.14
H -4.14 1.77 0.97
H 2.63 -0.24 6.44
H 3.96 4.35 -0.38
*
```

=====

Entry 7:
Below is a cluster of 2 separate species, C2H4NO2 in total, with properties calculated with ωB97M-V/def2-TZVPD.

molar mass: 74.06 g/mol
HOMO energy: -15.9 eV
energy: -283.52630 Ha
Kohn-Sham gap: 11.25 eV
energy relative to the best compared isomer or geometry (same formula, charge and spin): 0.8125 eV

Geometry as ORCA input:
```
! wB97M-V def2-TZVPD RIJCOSX def2/J DEFGRID3
* xyz 1 1
O -3.25 -0.41 -0.17
O 0.86 -0.83 -0.16
N -1.17 0.74 -0.03
C 2.05 -0.58 0.05
C -2.24 0.12 -0.12
H -0.25 0.19 0.00
H 2.40 0.32 0.38
H 2.87 -1.28 0.06
H -1.27 1.73 -0.01
*
```

=====

Entry 8:
Below is the ion C6H17N2 with charge +1, with properties calculated with ωB97M-V/def2-TZVPD.

molar mass: 117.22 g/mol
HOMO energy: -12.6 eV
energy: -347.96390 Ha
Kohn-Sham gap: 9.31 eV
energy relative to the best compared isomer or geometry (same formula, charge and spin): 3.4542 eV
SMILES string: CC[C@H]([NH3+])CN(C)C

Geometry as ORCA input:
```
! wB97M-V def2-TZVPD RIJCOSX def2/J DEFGRID3
* xyz 1 1
N 1.63 0.79 0.11
N 0.18 -1.35 -0.53
C -0.82 -2.04 -1.43
C -0.52 -0.41 0.33
C 0.43 0.80 0.92
C 1.23 -2.25 -0.02
C -0.36 2.03 0.96
C -1.36 2.43 -0.18
H -1.06 -1.09 1.14
H 1.65 -2.94 -0.99
H -1.27 -1.39 -2.19
H 2.43 0.14 0.35
H -1.32 3.58 -0.15
H 1.38 0.33 -0.84
H 0.70 0.69 2.14
H 2.03 1.70 -0.03
H 2.00 -1.66 0.54
H -1.32 0.10 -0.33
H -1.78 -2.19 -0.86
H -2.46 2.08 0.04
H 0.87 -3.04 0.68
H 0.35 2.85 1.05
H -1.15 1.98 -1.10
H -0.92 2.00 2.01
H -0.55 -3.14 -1.61
*
```

=====

Entry 9:
Below is a cluster of 2 separate species, C2H6NS in total, with properties calculated with ωB97M-V/def2-TZVPD.

molar mass: 76.14 g/mol
HOMO energy (alpha / beta): 4.4 / -0.2 eV
energy: -532.57644 Ha
Kohn-Sham gap (alpha / beta): 2.41 / 7.02 eV
energy relative to the best compared isomer or geometry (same formula, charge and spin): 0.8311 eV

Geometry as ORCA input:
```
! wB97M-V def2-TZVPD RIJCOSX def2/J DEFGRID3
* xyz -2 2
S 2.47 -0.50 -1.83
N -0.29 -1.28 0.61
C -0.04 0.11 0.76
C -1.00 1.07 0.88
H -1.14 -1.47 0.07
H -2.02 0.68 1.01
H 0.41 -1.41 -0.10
H 0.95 0.52 0.59
H -0.83 2.02 0.42
H 1.49 0.26 -2.41
*
```

=====

Entry 10:
Below is a structure of composition C3HCl3O2, with properties calculated with ωB97M-V/def2-TZVPD.

molar mass: 175.40 g/mol
HOMO energy (alpha / beta): -8.1 / -8.1 eV
energy: -1645.73749 Ha
Kohn-Sham gap (alpha / beta): 7.38 / 7.50 eV
energy relative to the best compared isomer or geometry (same formula, charge and spin): 6.2273 eV

Geometry as ORCA input:
```
! wB97M-V def2-TZVPD RIJCOSX def2/J DEFGRID3
* xyz 0 1
Cl 2.23 -1.50 -0.05
Cl 2.34 1.41 -0.21
Cl 0.24 -0.05 -1.59
O -1.04 1.04 0.67
O -1.00 -0.94 0.78
C -0.39 0.10 1.51
C 1.41 -0.03 -0.40
C -1.48 0.01 -0.02
H -2.32 -0.04 -0.69
*
```

=====

Entry 11:
Below is a structure of composition C25H36IN4O3PTi, with properties calculated with ωB97M-V/def2-TZVPD.

molar mass: 646.33 g/mol
HOMO energy: -13.5 eV
energy: -2907.13576 Ha
Kohn-Sham gap: 6.72 eV
energy relative to the best compared isomer or geometry (same formula, charge and spin): 0.0000 eV

Geometry as ORCA input:
```
! wB97M-V def2-TZVPD RIJCOSX def2/J DEFGRID3
* xyz 2 1
I 0.22 0.13 3.23
Ti -0.37 0.27 0.70
P -2.40 2.38 -0.33
O -2.05 1.73 1.16
O -3.94 2.03 -0.47
O -1.70 0.97 -0.94
N 2.79 0.20 0.76
N 0.59 2.12 0.16
N -1.96 -1.33 0.83
N 0.52 -1.15 -0.08
C 3.79 -3.35 1.36
C 1.67 4.58 -0.65
C -2.35 -2.92 -2.56
C 1.40 3.57 -1.57
C -3.36 -0.92 1.06
C -2.52 2.46 2.33
C 2.78 -1.23 0.84
C -1.73 -1.86 -0.51
C 1.38 4.31 0.68
C -0.41 -1.81 -0.94
C 1.67 -1.90 0.34
C 3.36 0.61 -0.53
C -1.64 -2.42 1.81
C -0.05 -2.33 -2.18
C 3.51 0.87 1.84
C -1.82 0.77 -2.38
C 0.85 3.09 1.05
C 0.88 2.37 -1.14
C 3.84 -1.97 1.34
C -2.71 -2.41 -1.33
C -4.88 3.00 -1.02
C 1.62 -3.29 0.34
C 2.69 -4.02 0.86
C -1.02 -2.89 -2.99
C 2.25 5.89 -1.09
H -2.83 0.45 -2.60
H 0.62 2.87 2.08
H -2.14 1.93 3.20
H 2.22 6.63 -0.29
H -3.61 2.46 2.32
H 4.63 -3.91 1.76
H 0.76 -3.82 -0.03
H -1.11 0.00 -2.66
H -4.01 -1.80 1.10
H 1.57 5.05 1.45
H -1.58 1.71 -2.89
H 0.99 -2.29 -2.50
H -3.10 -3.37 -3.20
H 2.64 -5.10 0.87
H -0.59 -2.70 1.75
H 3.28 1.93 1.81
H -3.41 -0.43 2.03
H -2.13 3.48 2.31
H -4.38 3.95 -1.23
H -5.67 3.14 -0.29
H -1.86 -2.06 2.81
H 1.61 3.70 -2.62
H -0.75 -3.31 -3.95
H 4.60 0.77 1.76
H 3.37 1.70 -0.60
H -3.70 -0.25 0.29
H -2.27 -3.29 1.58
H -3.74 -2.45 -1.01
H 3.29 5.75 -1.39
H 2.76 0.21 -1.35
H 0.69 1.57 -1.83
H 1.72 6.28 -1.95
H 3.20 0.47 2.80
H -5.29 2.58 -1.94
H 4.72 -1.46 1.72
H 4.39 0.26 -0.65
*
```

=====

Entry 12:
Below is an isolated molecule of C4H7NO2, with properties calculated with ωB97M-V/def2-TZVPD.

molar mass: 101.10 g/mol
HOMO energy: -9.5 eV
energy: -361.78613 Ha
Kohn-Sham gap: 10.40 eV
energy relative to the best compared isomer or geometry (same formula, charge and spin): 2.5776 eV
SMILES string: NC(=O)C[C@H]1CO1

Geometry as ORCA input:
```
! wB97M-V def2-TZVPD RIJCOSX def2/J DEFGRID3
* xyz 0 1
O -0.85 -0.49 -2.00
O -0.36 0.90 1.23
N 1.86 0.78 1.19
C -0.94 -0.65 -0.61
C 0.42 -1.04 0.22
C 0.63 0.25 0.96
C -1.48 0.57 -1.29
H 1.83 1.75 1.47
H -2.56 0.64 -1.53
H -1.74 -1.27 -0.21
H 1.35 -1.45 -0.25
H -1.01 1.56 -1.28
H 0.10 -1.84 0.90
H 2.74 0.28 1.20
*
```

=====

Entry 13:
Below is an isolated molecule of C3H6N2O, with properties calculated with ωB97M-V/def2-TZVPD.

molar mass: 86.09 g/mol
HOMO energy: -8.9 eV
energy: -302.56695 Ha
Kohn-Sham gap: 9.81 eV
energy relative to the best compared isomer or geometry (same formula, charge and spin): 3.4328 eV
SMILES string: [H]/N=C1\CCON1

Geometry as ORCA input:
```
! wB97M-V def2-TZVPD RIJCOSX def2/J DEFGRID3
* xyz 0 1
O 1.36 -0.76 -0.01
N 0.02 -1.10 -0.26
N -2.10 -0.12 0.25
C -0.85 0.03 -0.08
C 0.12 1.16 -0.35
C 1.31 0.58 0.36
H 2.14 1.17 0.06
H 0.19 1.19 -1.46
H -2.77 0.73 0.18
H 1.02 0.73 1.49
H -0.21 2.13 0.11
H -0.16 -1.97 0.23
*
```

=====

Entry 14:
Below is a cluster of 2 separate species, H3NO2Si in total, with properties calculated with ωB97M-V/def2-TZVPD.

molar mass: 77.11 g/mol
HOMO energy: -8.8 eV
energy: -496.38494 Ha
Kohn-Sham gap: 8.55 eV
energy relative to the best compared isomer or geometry (same formula, charge and spin): 0.9594 eV
SMILES string: O=[SiH2].N=O

Geometry as ORCA input:
```
! wB97M-V def2-TZVPD RIJCOSX def2/J DEFGRID3
* xyz 0 1
Si 0.15 -1.03 0.90
O 0.84 1.43 -1.27
O -0.47 0.29 1.08
N -0.26 0.96 -1.17
H 0.58 -1.31 -0.39
H -1.10 1.67 -1.12
H 0.26 -2.00 1.98
*
```

=====

Entry 15:
Below is a cluster of 2 separate species, C5H8Cl2N2 in total, with properties calculated with ωB97M-V/def2-TZVPD.

molar mass: 167.04 g/mol
HOMO energy: -9.9 eV
energy: -1225.11336 Ha
Kohn-Sham gap: 10.90 eV
energy relative to the best compared isomer or geometry (same formula, charge and spin): 2.8771 eV

Geometry as ORCA input:
```
! wB97M-V def2-TZVPD RIJCOSX def2/J DEFGRID3
* xyz 0 1
Cl -3.02 -1.26 0.88
Cl -2.94 1.53 0.70
N 2.53 -0.07 2.72
N 0.20 1.49 -0.91
C -1.03 -1.03 -1.55
C -1.83 0.17 -1.22
C -2.01 0.06 0.30
C -0.90 1.38 -1.48
C 1.58 0.58 2.45
H -1.52 -1.88 -2.00
H -0.22 -0.53 -2.17
H -0.40 -1.35 -0.74
H 3.47 -0.20 2.47
H -1.06 0.16 0.71
H -1.37 2.02 -2.30
H 0.78 2.33 -1.09
H -2.80 0.28 -1.73
*
```

=====

Entry 16:
Below is an isolated molecule of C8H8N4O2S, with properties calculated with ωB97M-V/def2-TZVPD.

molar mass: 224.25 g/mol
HOMO energy: -9.0 eV
energy: -1077.28527 Ha
Kohn-Sham gap: 9.42 eV
energy relative to the best compared isomer or geometry (same formula, charge and spin): 0.0000 eV
SMILES string: CC(=O)Nc1nc(-c2nc(C)no2)cs1

Geometry as ORCA input:
```
! wB97M-V def2-TZVPD RIJCOSX def2/J DEFGRID3
* xyz 0 1
S -2.83 -0.44 -0.05
O -3.30 -1.26 2.81
O 0.21 0.81 -3.26
N 1.44 1.30 -3.88
N 1.72 0.95 -1.61
N -0.41 0.24 0.40
N -1.17 -0.61 2.37
C -1.48 -0.19 1.04
C -1.74 -0.08 -1.35
C 2.27 1.20 -2.89
C 0.51 0.61 -1.97
C 3.70 1.71 -3.16
C -1.64 -2.02 4.40
C -0.56 0.37 -0.94
C -2.14 -1.22 3.19
H -0.51 -1.83 4.53
H -1.94 -0.10 -2.39
H 3.62 2.74 -3.58
H -1.85 -3.19 4.34
H -0.48 -0.13 2.83
H 4.37 1.80 -2.26
H 4.24 1.07 -3.91
H -2.01 -1.71 5.35
*
```